one) Molecular formula: C36H54O27
Method: DFT, wB97M-V/def2-TZVPD

Each atom is followed by the atoms it is bonded to, with distances in Å.
Geometry (Å):
1 C 3.35343 0.34112 -0.36678  C2 1.584, H8 1.034, H9 0.932, H10 1.127
2 C 4.38243 -0.21488 -1.43478  C1 1.584, C3 1.549, O7 1.424, H11 1.055
3 C 3.79043 -1.33988 -2.31978  C2 1.549, O4 1.481, H12 1.032, H13 0.969
4 O 3.77743 -0.72988 -3.66878  C3 1.481, C5 1.376
5 C 4.27943 0.54512 -3.54578  O4 1.376, O6 1.262, O7 1.343
6 O 4.37943 1.34812 -4.51478  C5 1.262
7 O 4.62543 0.89312 -2.29578  C2 1.424, C5 1.343
8 H 3.70543 1.14512 0.18022  C1 1.034
9 H 3.04143 -0.33388 0.19522  C1 0.932
10 H 2.45343 0.74712 -0.91078  C1 1.127
11 H 5.38743 -0.36688 -1.15378  C2 1.055
12 H 2.79543 -1.40788 -2.05478  C3 1.032
13 H 4.23743 -2.19688 -2.38678  C3 0.969
14 C 0.67943 -2.52888 -4.37078  C15 1.610, H21 1.064, H22 1.234, H23 1.087
15 C 0.68643 -0.96388 -4.75078  C14 1.610, C16 1.497, O20 1.421, H24 1.105
16 C 1.54543 -0.64688 -5.93478  C15 1.497, O17 1.378, H25 1.097, H26 1.090
17 O 0.60843 -0.54988 -6.94078  C16 1.378, C18 1.268
18 C -0.58457 -0.50188 -6.51278  O17 1.268, O19 1.257, O20 1.363
19 O -1.62257 -0.36388 -7.20778  C18 1.257
20 O -0.63957 -0.65988 -5.15978  C15 1.421, C18 1.363
21 H 0.00443 -2.70688 -3.56778  C14 1.064
22 H 1.82043 -2.80288 -3.98778  C14 1.234
23 H 0.27943 -3.22288 -5.10578  C14 1.087
24 H 1.04443 -0.34788 -3.90678  C15 1.105
25 H 2.42043 -1.30588 -6.00178  C16 1.097
26 H 1.83543 0.39712 -5.81478  C16 1.090
27 C 4.18543 4.81212 -2.14678  C28 1.562, H34 0.872, H35 1.186, H36 0.979
28 C 2.78443 4.74712 -2.83478  C27 1.562, C29 1.533, O33 1.447, H37 1.076
29 C 2.91943 4.22712 -4.27078  C28 1.533, O30 1.525, H38 1.046, H39 1.017
30 O 1.97943 3.02612 -4.24678  C29 1.525, C31 1.267
31 C 1.43543 2.97512 -3.10378  O30 1.267, O32 1.263, O33 1.276
32 O 0.61743 2.06412 -2.79178  C31 1.263
33 O 1.86143 3.80712 -2.23578  C28 1.447, C31 1.276
34 H 4.45843 3.98812 -2.06278  C27 0.872
35 H 4.10443 5.23312 -1.04078  C27 1.186
36 H 4.81443 5.41712 -2.59078  C27 0.979
37 H 2.09543 5.57312 -2.81778  C28 1.076
38 H 3.94943 4.13712 -4.42778  C29 1.046
39 H 2.66643 5.05812 -4.79878  C29 1.017
40 C 3.92843 -6.06988 0.94422  C41 1.541, H47 1.105, H48 1.156, H49 1.109
41 C 3.45243 -4.60388 0.95622  C40 1.541, C42 1.567, O46 1.520, H50 1.111
42 C 2.64943 -4.19188 2.23722  C41 1.567, O43 1.373, H51 1.068, H52 1.202
43 O 3.24543 -3.00288 2.57922  C42 1.373, C44 1.290
44 C 4.25843 -2.61988 1.87822  O43 1.290, O45 1.178, O46 1.300
45 O 5.03743 -1.75888 2.07522  C44 1.178
46 O 4.47743 -3.48188 0.93022  C41 1.520, C44 1.300
47 H 4.62843 -6.35288 1.75122  C40 1.105
48 H 4.54843 -6.33388 0.00522  C40 1.156
49 H 3.09943 -6.80488 1.00322  C40 1.109
50 H 2.79643 -4.65388 0.06122  C41 1.111
51 H 2.72943 -4.89188 3.04022  C42 1.068
52 H 1.51543 -3.87088 2.00322  C42 1.202
53 C 0.09243 -2.80988 5.26422  C54 1.459, H60 1.090, H61 1.052, H62 1.095
54 C -0.73657 -1.77488 5.87322  C53 1.459, C55 1.517, O59 1.386, H63 1.070
55 C -1.54957 -0.93688 4.90422  C54 1.517, O56 1.344, H64 1.011, H65 1.037
56 O -2.79957 -1.41788 5.01222  C55 1.344, C57 1.416
57 C -2.85657 -2.26188 6.14822  O56 1.416, O58 1.282, O59 1.305
58 O -4.02257 -2.63588 6.52622  C57 1.282
59 O -1.65857 -2.50588 6.60522  C54 1.386, C57 1.305
60 H 0.46843 -3.52188 5.99922  C53 1.090
61 H 0.93143 -2.34688 4.82922  C53 1.052
62 H -0.43157 -3.37288 4.48422  C53 1.095
63 H -0.27057 -1.15788 6.61222  C54 1.070
64 H -1.15357 -0.92488 3.97422  C55 1.011
65 H -1.50257 0.08312 5.08622  C55 1.037
66 C -0.02457 6.70012 0.79622  C67 1.578, H73 1.069, H74 1.162, H75 1.081
67 C -1.07757 5.52712 0.73422  C66 1.578, C68 1.593, O72 1.440, H76 1.059
68 C -0.36757 4.18512 0.25222  C67 1.593, O69 1.356, H77 0.927, H78 1.107
69 O -0.83857 3.21412 1.07322  C68 1.356, C70 1.372
70 C -1.58657 3.79412 2.06622  O69 1.372, O71 1.160, O72 1.352
71 O -2.12757 3.16112 2.87322  C70 1.160
72 O -1.54457 5.14512 2.04222  C67 1.440, C70 1.352
73 H -0.55757 7.62612 0.77622  C66 1.069
74 H 0.55343 6.73512 -0.21178  C66 1.162
75 H 0.77743 6.68412 1.52022  C66 1.081
76 H -1.83557 5.72612 0.02122  C67 1.059
77 H 0.52543 4.20312 0.49922  C68 0.927
78 H -0.45157 4.11312 -0.84878  C68 1.107
79 C 0.21443 -0.67088 2.29622  C80 1.555, H86 1.116, H87 1.079, H88 1.093
80 C -0.68657 -0.88588 1.04722  C79 1.555, C81 1.588, O85 1.462, H89 1.210
81 C -0.19657 0.04912 -0.13978  C80 1.588, O82 1.468, H90 1.048, H91 1.037
82 O 0.44743 -1.01388 -0.92078  C81 1.468, C83 1.227
83 C 0.20743 -2.16588 -0.57278  O82 1.227, O84 1.289, O85 1.240
84 O 0.62043 -3.19988 -1.22278  C83 1.289
85 O -0.51057 -2.20288 0.43722  C80 1.462, C83 1.240
86 H -0.07757 -1.18688 3.24222  C79 1.116
87 H -0.09357 0.24112 2.78422  C79 1.079
88 H 1.26443 -0.37888 2.21622  C79 1.093
89 H -1.80157 -0.41988 1.11222  C80 1.210
90 H 0.28843 0.97012 -0.01978  C81 1.048
91 H -0.94857 0.46512 -0.71978  C81 1.037
92 C -6.83957 0.05512 3.88822  C93 1.470, H99 1.222, H100 1.102, H101 1.176
93 C -5.65157 -0.14988 3.04722  C92 1.470, C94 1.588, O98 1.554, H102 1.270
94 C -4.42057 0.82312 3.29022  C93 1.588, O95 1.472, H103 1.103, H104 1.058
95 O -3.31957 -0.10988 3.00222  C94 1.472, C96 1.240
96 C -3.60957 -1.30688 3.14922  O95 1.240, O97 1.233, O98 1.373
97 O -2.88457 -2.30088 3.22822  C96 1.233
98 O -4.95657 -1.51288 3.32022  C93 1.554, C96 1.373
99 H -6.58857 -0.12088 5.07122  C92 1.222
100 H -7.51457 -0.73788 3.52822  C92 1.102
101 H -7.26757 1.13312 3.69522  C92 1.176
102 H -6.18057 -0.16988 1.89322  C93 1.270
103 H -4.08757 0.93812 4.33522  C94 1.103
104 H -4.56657 1.68712 2.69722  C94 1.058
105 C -3.21857 -1.28388 -3.11978  C106 1.460, H112 1.218, H113 1.100, H114 1.149
106 C -4.07857 -0.51088 -2.22878  C105 1.460, C107 1.577, O111 1.418, H115 1.051
107 C -4.24557 -1.14188 -0.79278  C106 1.577, O108 1.388, H116 1.162, H117 0.990
108 O -4.27257 0.01012 -0.01978  C107 1.388, C109 1.266
109 C -3.83157 1.00712 -0.66278  O108 1.266, O110 1.257, O111 1.386
110 O -3.56057 2.13712 -0.18278  C109 1.257
111 O -3.49457 0.75812 -1.98378  C106 1.418, C109 1.386
112 H -3.75057 -2.37588 -3.21378  C105 1.218
113 H -2.23257 -1.47288 -2.67078  C105 1.100
114 H -3.14557 -0.90188 -4.20078  C105 1.149
115 H -5.03757 -0.50088 -2.65978  C106 1.051
116 H -3.35457 -1.81388 -0.46778  C107 1.162
117 H -5.09657 -1.62188 -0.95178  C107 0.990

Calculated values
- Frontier orbital gap: 9.4993 eV
- Multiplicity: 1
- Total charge: 0
- HOMO energy: -0.3421 Eh



two) Molecular formula: C36H54O27
Method: DFT, wB97M-V/def2-TZVPD

Each atom is followed by the atoms it is bonded to, with distances in Å.
Geometry (Å):
1 C 1.93946 -5.60666 0.95961  C2 1.504, H8 1.090, H9 1.092, H10 1.090
2 C 1.58865 -4.15768 1.16059  C1 1.504, C3 1.535, O7 1.444, H11 1.092
3 C 2.33735 -3.43134 2.28640  C2 1.535, O4 1.429, H12 1.091, H13 1.088
4 O 2.99030 -2.33648 1.63958  C3 1.429, C5 1.355
5 C 2.62830 -2.28611 0.33486  O4 1.355, O6 1.193, O7 1.340
6 O 3.08760 -1.50900 -0.44540  C5 1.193
7 O 1.92452 -3.37476 -0.00548  C2 1.444, C5 1.340
8 H 2.10110 -6.09207 1.92248  C1 1.090
9 H 2.82887 -5.72760 0.33796  C1 1.092
10 H 1.16818 -6.16449 0.42796  C1 1.090
11 H 0.51394 -4.00789 1.28433  C2 1.092
12 H 3.09831 -4.07603 2.72987  C3 1.091
13 H 1.69436 -3.07384 3.08799  C3 1.088
14 C -4.78814 -4.21285 -0.79359  C15 1.493, H21 1.085, H22 1.093, H23 1.093
15 C -3.91089 -3.46197 -1.74000  C14 1.493, C16 1.563, O20 1.438, H24 1.092
16 C -2.67680 -2.67409 -1.19177  C15 1.563, O17 1.418, H25 1.087, H26 1.080
17 O -1.54944 -3.27281 -1.80913  C16 1.418, C18 1.346
18 C -1.94308 -4.21833 -2.68231  O17 1.346, O19 1.189, O20 1.351
19 O -1.22423 -4.84608 -3.39194  C18 1.189
20 O -3.28629 -4.36225 -2.67087  C15 1.438, C18 1.351
21 H -5.45780 -3.57408 -0.22765  C14 1.085
22 H -4.19832 -4.85536 -0.13555  C14 1.093
23 H -5.39480 -4.91885 -1.36678  C14 1.093
24 H -4.44822 -2.70261 -2.31241  C15 1.092
25 H -2.62270 -2.80100 -0.11341  C16 1.087
26 H -2.82541 -1.65352 -1.51201  C16 1.080
27 C 3.75859 1.47880 3.45433  C28 1.521, H34 1.096, H35 1.086, H36 1.089
28 C 3.99328 1.90575 4.89560  C27 1.521, C29 1.530, O33 1.451, H37 1.091
29 C 3.09691 1.27543 5.96374  C28 1.530, O30 1.418, H38 1.092, H39 1.090
30 O 3.99368 0.78431 6.94660  C29 1.418, C31 1.354
31 C 5.27374 0.93968 6.53336  O30 1.354, O32 1.185, O33 1.348
32 O 6.22236 0.69908 7.20083  C31 1.185
33 O 5.30263 1.40277 5.26794  C28 1.451, C31 1.348
34 H 3.18475 0.54532 3.47291  C27 1.096
35 H 4.71368 1.24187 2.99463  C27 1.086
36 H 3.15193 2.15784 2.85776  C27 1.089
37 H 4.08642 2.98852 4.98864  C28 1.091
38 H 2.49217 0.46193 5.55720  C29 1.092
39 H 2.40052 1.99365 6.39554  C29 1.090
40 C -3.93165 1.96008 1.37278  C41 1.499, H47 1.093, H48 1.089, H49 1.092
41 C -4.84715 1.10359 0.55018  C40 1.499, C42 1.541, O46 1.431, H50 1.092
42 C -4.11022 -0.02603 -0.19473  C41 1.541, O43 1.436, H51 1.091, H52 1.088
43 O -4.97687 -1.15647 -0.01432  C42 1.436, C44 1.350
44 C -5.88874 -0.88747 0.94448  O43 1.350, O45 1.188, O46 1.348
45 O -6.66658 -1.67797 1.36972  C44 1.188
46 O -5.76263 0.38215 1.37961  C41 1.431, C44 1.348
47 H -3.41265 1.33839 2.10688  C40 1.093
48 H -4.44547 2.74394 1.92760  C40 1.089
49 H -3.17663 2.43290 0.74191  C40 1.092
50 H -5.40635 1.64522 -0.21615  C41 1.092
51 H -3.14132 -0.27982 0.23700  C42 1.091
52 H -3.96947 0.20559 -1.24813  C42 1.088
53 C 7.09376 2.35029 0.07037  C54 1.498, H60 1.097, H61 1.089, H62 1.088
54 C 5.99276 2.62771 -0.90607  C53 1.498, C55 1.547, O59 1.437, H63 1.091
55 C 5.04093 1.43783 -1.17099  C54 1.547, O56 1.424, H64 1.089, H65 1.086
56 O 3.80904 1.87687 -0.60678  C55 1.424, C57 1.334
57 C 3.87647 3.16155 -0.25515  O56 1.334, O58 1.195, O59 1.348
58 O 2.99168 3.76296 0.27810  C57 1.195
59 O 5.11450 3.66329 -0.43495  C54 1.437, C57 1.348
60 H 7.70573 1.54376 -0.35094  C53 1.097
61 H 6.75087 1.98496 1.03727  C53 1.089
62 H 7.77068 3.19844 0.15008  C53 1.088
63 H 6.42589 2.93412 -1.85887  C54 1.091
64 H 5.37265 0.56869 -0.60428  C55 1.089
65 H 4.94711 1.18120 -2.22243  C55 1.086
66 C -2.11844 -1.39943 -6.80822  C67 1.498, H73 1.093, H74 1.095, H75 1.087
67 C -3.26544 -1.09243 -5.89440  C66 1.498, C68 1.540, O72 1.433, H76 1.091
68 C -3.34168 -1.99468 -4.64830  C67 1.540, O69 1.433, H77 1.087, H78 1.087
69 O -3.21067 -1.06618 -3.56464  C68 1.433, C70 1.353
70 C -3.12247 0.20438 -4.02160  O69 1.353, O71 1.192, O72 1.344
71 O -2.91145 1.14239 -3.31716  C70 1.192
72 O -3.16033 0.23468 -5.36513  C67 1.433, C70 1.344
73 H -2.20071 -2.44439 -7.11704  C66 1.093
74 H -1.14622 -1.34894 -6.30589  C66 1.095
75 H -2.04911 -0.72236 -7.65607  C66 1.087
76 H -4.17921 -1.17200 -6.48464  C67 1.091
77 H -2.50649 -2.68916 -4.59867  C68 1.087
78 H -4.31431 -2.47894 -4.61845  C68 1.087
79 C 3.00616 5.51021 -2.53490  C80 1.518, H86 1.093, H87 1.089, H88 1.092
80 C 2.32141 6.05533 -3.77529  C79 1.518, C81 1.547, O85 1.427, H89 1.092
81 C 1.06428 6.90287 -3.47011  C80 1.547, O82 1.418, H90 1.090, H91 1.088
82 O 1.33958 8.17693 -4.02738  C81 1.418, C83 1.349
83 C 2.57162 8.19273 -4.57728  O82 1.349, O84 1.186, O85 1.354
84 O 3.09068 9.13515 -5.07661  C83 1.186
85 O 3.16396 6.98073 -4.46145  C80 1.427, C83 1.354
86 H 4.01431 5.16597 -2.77779  C79 1.093
87 H 2.41580 4.68917 -2.13122  C79 1.089
88 H 3.17241 6.26980 -1.76816  C79 1.092
89 H 2.10871 5.18500 -4.39902  C80 1.092
90 H 0.95523 7.06469 -2.39726  C81 1.090
91 H 0.18476 6.38570 -3.84928  C81 1.088
92 C 0.14869 1.63313 -1.59333  C93 1.486, H99 1.097, H100 1.087, H101 1.092
93 C 0.52115 0.82947 -0.40009  C92 1.486, C94 1.553, O98 1.450, H102 1.089
94 C 0.25298 1.53813 0.95576  C93 1.553, O95 1.445, H103 1.089, H104 1.086
95 O -0.29202 0.48759 1.78421  C94 1.445, C96 1.341
96 C -0.61980 -0.55139 1.00161  O95 1.341, O97 1.196, O98 1.336
97 O -1.02145 -1.62321 1.34811  C96 1.196
98 O -0.45126 -0.24008 -0.28675  C93 1.450, C96 1.336
99 H 0.90732 2.40086 -1.78738  C92 1.097
100 H -0.81350 2.13570 -1.53688  C92 1.087
101 H 0.17612 1.02866 -2.50207  C92 1.092
102 H 1.50638 0.37997 -0.28584  C93 1.089
103 H -0.48000 2.34094 0.88876  C94 1.089
104 H 1.18646 1.89434 1.38221  C94 1.086
105 C -3.83697 -3.87496 2.73278  C106 1.507, H112 1.090, H113 1.096, H114 1.086
106 C -2.80555 -3.22297 3.61766  C105 1.507, C107 1.530, O111 1.437, H115 1.090
107 C -3.30465 -1.90514 4.21422  C106 1.530, O108 1.440, H116 1.092, H117 1.087
108 O -2.84243 -1.97353 5.57618  C107 1.440, C109 1.356
109 C -2.45911 -3.24151 5.86640  O108 1.356, O110 1.187, O111 1.351
110 O -2.16100 -3.59656 6.95903  C109 1.187
111 O -2.54961 -4.03337 4.77588  C106 1.437, C109 1.351
112 H -3.33712 -4.69716 2.21970  C105 1.090
113 H -4.13338 -3.19393 1.92697  C105 1.096
114 H -4.76355 -4.09891 3.25307  C105 1.086
115 H -1.84097 -3.01261 3.15614  C106 1.090
116 H -4.39486 -1.83646 4.21876  C107 1.092
117 H -2.87610 -1.00721 3.77628  C107 1.087

Calculated values
- Frontier orbital gap: 10.9184 eV
- Multiplicity: 1
- Total charge: 0
- HOMO energy: -0.4003 Eh



Stability ranking, top and bottom: two) is the most stable and one) is the least stable.



one) Molecular formula: C3H8INS
Method: DFT, wB97M-V/def2-TZVPD

Each atom is followed by the atoms it is bonded to, with distances in Å.
Geometry (Å):
1 C 1.01334 -1.52352 -0.89871  C3 1.583, H7 1.050, H8 1.123, H9 1.011
2 C -0.47661 2.65532 0.07550  N4 1.301, H11 1.131, H12 1.191
3 C 0.93278 -0.96512 0.58056  C1 1.583, S5 1.854, H13 1.111, H14 1.100
4 N -0.19540 1.44811 0.47062  C2 1.301, S5 1.632
5 S 1.32097 0.84756 0.53107  C3 1.854, N4 1.632
6 I -3.10730 -0.11170 -0.38986  H10 1.557
7 H 2.00180 -1.84141 -1.05643  C1 1.050
8 H 0.46018 -2.49560 -0.79893  C1 1.123
9 H 0.76378 -0.95491 -1.69672  C1 1.011
10 H -2.80480 -0.89211 0.92355  I6 1.557
11 H 0.26497 3.45465 -0.22398  C2 1.131
12 H -1.62546 2.93043 0.22692  C2 1.191
13 H 1.54796 -1.56104 1.28825  C3 1.111
14 H -0.09620 -0.99066 0.96815  C3 1.100

Calculated values
- Frontier orbital gap: 9.0545 eV
- Multiplicity: 1
- Total charge: 0
- HOMO energy: -0.3088 Eh



two) Molecular formula: C3H8INS
Method: DFT, wB97M-V/def2-TZVPD

Each atom is followed by the atoms it is bonded to, with distances in Å.
Geometry (Å):
1 C -0.27019 2.56185 -0.31333  C3 1.506, H7 1.053, H8 1.148, H9 1.079
2 C 0.01969 -2.85330 0.11498  N4 1.419, H10 1.198, H11 1.126, H12 1.088
3 C -0.71242 1.18651 0.11283  C1 1.506, S5 1.999, H13 1.039, H14 1.137
4 N -0.42028 -1.51007 0.24104  C2 1.419, S5 1.549
5 S 0.27520 -0.40365 -0.58991  C3 1.999, N4 1.549, I6 2.587
6 I 2.66756 0.04387 0.28807  S5 2.587
7 H -0.64251 3.27707 0.36381  C1 1.053
8 H 0.87520 2.51206 -0.24558  C1 1.148
9 H -0.50541 2.85281 -1.32499  C1 1.079
10 H 0.44017 -3.26901 1.15733  C2 1.198
11 H 0.94484 -2.84716 -0.52601  C2 1.126
12 H -0.70307 -3.55943 -0.28732  C2 1.088
13 H -1.69996 0.98153 -0.13857  C3 1.039
14 H -0.26883 1.02692 1.14764  C3 1.137

Calculated values
- Frontier orbital gap (spin up / spin down): 7.6183 / 7.6177 eV
- Multiplicity: 1
- Total charge: 0
- HOMO energy (spin up / spin down): -0.3048 / -0.3047 Eh



Stability ranking, top and bottom: one) is the most stable and two) is the least stable.